Record 1
{"formula": "C31H57BF2N2O7", "method": "ωB97M-V/def2-TZVPD", "elements": ["C", "C", "C", "C", "C", "C", "C", "C", "C", "C", "C", "C", "O", "C", "C", "C", "O", "C", "C", "O", "O", "C", "F", "C", "C", "C", "C", "C", "C", "F", "N", "C", "B", "O", "C", "C", "N", "C", "C", "O", "C", "C", "O", "H", "H", "H", "H", "H", "H", "H", "H", "H", "H", "H", "H", "H", "H", "H", "H", "H", "H", "H", "H", "H", "H", "H", "H", "H", "H", "H", "H", "H", "H", "H", "H", "H", "H", "H", "H", "H", "H", "H", "H", "H", "H", "H", "H", "H", "H", "H", "H", "H", "H", "H", "H", "H", "H", "H", "H", "H"], "coordinates": [[5.65899, 2.12963, 1.32772], [6.52303, 1.32994, 0.29632], [5.63364, 1.04490, -0.95817], [5.71196, -0.40045, -1.52649], [5.52484, -1.53984, -0.49497], [4.07672, -2.09286, -0.33978], [3.30564, -2.35895, -1.66815], [1.94116, -1.62247, -1.81561], [1.94516, -0.12690, -1.39964], [0.99274, 0.06507, -0.16017], [-0.51445, -0.10174, -0.41708], [-1.23144, -0.40226, 0.97342], [-0.93066, -1.71209, 1.47259], [0.07022, -1.79138, 2.47115], [-0.37678, -1.94560, 3.92654], [0.89504, -2.27936, 4.77758], [-0.77908, -0.64270, 4.35936], [-2.80301, -0.29864, 0.91805], [-3.22421, 1.02071, 1.67833], [-2.65027, 1.37525, 2.69124], [-4.20808, 1.68541, 1.23144], [-3.53735, -1.40828, 1.73475], [-3.19658, -1.34968, 3.08099], [-5.11006, -1.21315, 1.73496], [-5.66330, -0.96024, 3.17011], [-3.28539, -0.13221, -0.50777], [-3.31526, -1.29023, -1.53247], [-3.92307, -2.65058, -1.13141], [-2.78021, -3.66109, -0.82612], [-2.26483, -4.04019, -2.08541], [-2.69622, 1.07620, -1.13923], [-1.17216, 1.09570, -1.21768], [-0.96447, 0.92826, -2.84178], [-0.42570, -0.26397, -3.31743], [-1.40780, 1.94509, -3.96858], [-2.45579, 3.06366, -3.65268], [-0.73930, 2.43717, -0.83969], [-0.87403, 2.90669, 0.54083], [-2.03571, 3.88391, 0.83372], [-0.12201, 2.69852, 1.42621], [0.36412, 3.13062, -1.44673], [1.84561, 3.10544, -0.96784], [0.16718, 3.94848, -2.28550], [6.26552, 2.74133, 2.01079], [4.95759, 1.45408, 1.84254], [5.03213, 2.84180, 0.75838], [6.98987, 0.44045, 0.73823], [7.32696, 2.02134, -0.00713], [6.00528, 1.71296, -1.76034], [4.60387, 1.39075, -0.75925], [5.03420, -0.45202, -2.39291], [6.73261, -0.51154, -1.94209], [6.14315, -2.38965, -0.84544], [5.89761, -1.30270, 0.51354], [3.47035, -1.43535, 0.30824], [4.16048, -3.05023, 0.20627], [3.91723, -2.21387, -2.57558], [3.06874, -3.44058, -1.67561], [1.68436, -1.65895, -2.89078], [1.17512, -2.23359, -1.31050], [1.75260, 0.58404, -2.21631], [2.94096, 0.14687, -1.00493], [1.29061, -0.81782, 0.43659], [1.26039, 0.92506, 0.46774], [-0.59891, -1.06212, -0.95834], [-0.76520, 0.30699, 1.67675], [0.81134, -0.96861, 2.45815], [0.67496, -2.69474, 2.23195], [-1.17347, -2.69434, 4.08292], [1.69973, -1.59783, 4.45620], [0.66283, -2.02090, 5.82634], [1.17848, -3.34147, 4.73291], [-0.85798, -0.65201, 5.32234], [-3.29418, -2.42869, 1.41472], [-5.44194, -0.35343, 1.13866], [-5.58767, -2.13595, 1.36269], [-5.52666, -1.82000, 3.83697], [-6.74981, -0.76158, 3.09183], [-5.23463, -0.03099, 3.57520], [-4.34988, 0.16568, -0.42754], [-3.95011, -0.91902, -2.37218], [-2.35673, -1.51057, -2.04262], [-4.70488, -2.64083, -0.36413], [-4.39988, -3.06384, -2.03948], [-3.14466, -4.58005, -0.34791], [-1.96794, -3.16014, -0.27765], [-3.13710, 1.03503, -2.06744], [-3.10413, 1.92802, -0.71048], [0.29274, -0.06765, -3.93871], [-1.79551, 1.35018, -4.81901], [-0.49617, 2.43821, -4.36389], [-2.09173, 4.01299, -4.07111], [-2.52934, 3.25265, -2.56703], [-3.45759, 2.79942, -4.02236], [-2.78840, 3.88621, 0.02674], [-1.66833, 4.91974, 0.92440], [-2.48368, 3.58912, 1.79319], [2.47921, 2.47800, -1.60680], [1.93480, 2.87581, 0.10490], [2.24397, 4.12858, -1.06650]], "energy_ha": -2076.089127, "total_charge": 0, "gap_ev": 7.77, "max_force_ev_per_a": 2.85}


Record 2
{"formula": "C6H12NOS", "method": "ωB97M-V/def2-TZVPD", "elements": ["C", "C", "C", "C", "C", "C", "N", "O", "S", "H", "H", "H", "H", "H", "H", "H", "H", "H", "H", "H", "H"], "coordinates": [[-0.80528, -1.88414, -1.98959], [1.91391, 2.24323, 1.80812], [-0.60000, -2.57814, -0.57704], [-1.80444, -1.10861, -1.23457], [1.77829, 3.49839, 0.93331], [1.01395, 1.33268, 1.06558], [-1.61342, -1.70636, 0.11933], [0.55409, 0.18049, 1.05566], [0.70233, 2.56551, -0.18656], [0.14517, -1.36986, -2.23187], [-1.12978, -2.57884, -2.77082], [2.78927, 1.75040, 1.49292], [1.80027, 2.27472, 2.88871], [-1.03627, -3.55380, -0.41012], [0.45494, -2.48512, -0.19035], [-1.64656, -0.01904, -1.21063], [-2.74716, -1.33437, -1.68153], [1.16466, 4.32087, 1.25532], [2.71522, 3.89844, 0.63556], [-2.47920, -2.24971, 0.39436], [-1.17001, -1.19675, 0.83421]], "energy_ha": -763.687965, "total_charge": 1, "gap_ev": 9.70, "max_force_ev_per_a": 3.83}


Record 3
{"formula": "C20H20FN3O3S2", "method": "ωB97M-V/def2-TZVPD", "elements": ["C", "C", "C", "C", "C", "C", "C", "C", "O", "C", "C", "S", "C", "N", "C", "C", "C", "N", "S", "O", "O", "C", "C", "C", "C", "C", "F", "C", "N", "H", "H", "H", "H", "H", "H", "H", "H", "H", "H", "H", "H", "H", "H", "H", "H", "H", "H", "H", "H"], "coordinates": [[-4.27929, -0.38832, -1.44594], [-4.39467, -1.16261, -0.14573], [-5.64483, -1.58915, 0.31558], [-5.81628, -2.14842, 1.55689], [-4.73967, -2.34024, 2.37945], [-3.44286, -1.96635, 1.97770], [-3.25969, -1.34595, 0.71292], [-1.92893, -0.74236, 0.44930], [-1.85327, 0.46495, 0.60878], [-0.72923, -1.61969, 0.34095], [-0.83667, -2.92240, -0.08914], [0.76457, -3.64722, -0.24770], [1.45144, -2.14763, 0.31717], [2.76621, -1.80062, 0.53660], [3.93569, -2.36186, -0.13743], [4.28861, -1.46162, -1.31516], [4.59440, -0.00410, -0.96063], [3.32583, 0.72595, -0.77471], [3.46430, 2.10916, 0.19648], [3.62763, 1.62507, 1.59277], [4.62065, 2.83085, -0.32810], [1.90613, 3.04819, -0.08380], [0.69402, 2.64791, 0.53868], [-0.42369, 3.51320, 0.46368], [-0.45201, 4.62272, -0.39781], [0.71470, 4.96327, -1.10659], [0.74051, 6.08181, -1.86245], [1.87373, 4.16847, -0.94305], [0.58722, -1.19531, 0.59025], [-4.45657, 0.67779, -1.23512], [-3.29988, -0.53110, -1.91448], [-5.02998, -0.73413, -2.14400], [-6.53038, -1.43497, -0.26861], [-6.80581, -2.49019, 1.85421], [-4.83254, -2.86627, 3.34291], [-2.60449, -2.06618, 2.64363], [-1.78647, -3.43302, -0.34455], [2.85070, -1.01444, 1.16611], [3.72779, -3.37922, -0.51597], [4.76735, -2.47020, 0.56790], [3.48468, -1.50028, -2.06182], [5.17985, -1.90385, -1.78675], [5.23977, 0.45737, -1.75734], [5.21464, 0.01372, -0.06256], [2.61751, 0.13170, -0.33912], [0.62990, 1.76688, 1.20148], [-1.34138, 3.21403, 0.97530], [-1.35661, 5.21480, -0.55673], [2.77733, 4.38987, -1.50344]], "energy_ha": -2060.311949, "total_charge": 0, "gap_ev": 8.72, "max_force_ev_per_a": 2.71}